Run a
{"formula": "C30H25N9O11P2SSr", "method": "the ωB97M-V functional and the def2-TZVPD basis", "homo_ev": -2.135, "multiplicity": 1, "gap_ev": 5.31, "charge": -2, "lumo_ev": 3.178, "species": ["Sr", "O", "C", "C", "C", "C", "C", "C", "C", "O", "N", "N", "C", "C", "C", "C", "C", "C", "C", "O", "H", "H", "H", "H", "H", "H", "H", "H", "H", "H", "S", "N", "C", "C", "C", "C", "C", "N", "C", "C", "N", "C", "C", "C", "C", "C", "N", "H", "H", "H", "H", "H", "H", "O", "P", "O", "O", "O", "P", "O", "O", "O", "H", "H", "C", "N", "C", "C", "O", "N", "C", "N", "H", "H", "H", "H", "H", "H", "H"], "xyz": [[2.06, 0.14, 0.24], [-1.35, -4.59, -0.42], [-2.29, -3.70, -0.83], [-3.61, -4.09, -1.04], [-4.57, -3.18, -1.45], [-4.22, -1.85, -1.64], [-2.90, -1.46, -1.41], [-1.92, -2.37, -1.03], [-0.51, -1.84, -0.89], [-0.36, -0.71, -0.32], [0.38, -2.58, -1.49], [1.62, -1.96, -1.46], [2.54, -2.62, -2.05], [3.91, -2.16, -2.24], [4.86, -3.11, -2.62], [6.19, -2.79, -2.83], [6.58, -1.45, -2.66], [5.66, -0.49, -2.31], [4.29, -0.79, -2.10], [3.44, 0.14, -1.81], [-1.77, -5.42, -0.18], [-3.88, -5.14, -0.88], [-5.59, -3.52, -1.62], [-4.95, -1.13, -1.96], [-2.60, -0.43, -1.53], [2.29, -3.61, -2.45], [4.54, -4.14, -2.73], [6.91, -3.55, -3.10], [7.62, -1.17, -2.79], [5.96, 0.54, -2.17], [-1.82, 7.56, -1.14], [-1.92, 6.65, 0.20], [-1.33, 5.50, -0.07], [-1.18, 4.38, 0.84], [-1.66, 4.43, 2.16], [-1.50, 3.32, 2.95], [-0.91, 2.18, 2.39], [-0.47, 2.12, 1.15], [-0.56, 3.21, 0.38], [0.03, 3.16, -0.98], [0.72, 2.07, -1.33], [1.23, 2.00, -2.55], [1.09, 3.01, -3.50], [0.41, 4.15, -3.15], [-0.13, 4.24, -1.86], [-0.83, 5.42, -1.40], [-1.06, 6.51, -2.11], [-2.11, 5.34, 2.52], [-1.79, 3.31, 3.99], [-0.77, 1.30, 2.99], [1.81, 1.10, -2.76], [1.53, 2.89, -4.48], [0.29, 4.98, -3.83], [1.63, 0.31, 2.89], [2.27, 1.83, 2.96], [1.56, 2.61, 3.98], [2.33, 2.32, 1.52], [3.79, 1.49, 3.39], [4.81, 0.69, 2.37], [5.04, 1.81, 1.24], [6.08, 0.38, 3.03], [3.93, -0.41, 1.80], [2.40, -0.30, 2.80], [4.20, 2.29, 1.10], [-5.12, -1.25, 1.89], [-4.05, -2.11, 2.33], [-4.20, -3.52, 2.57], [-2.73, -3.96, 2.72], [-2.42, -5.09, 3.01], [-1.92, -2.89, 2.46], [-2.71, -1.88, 2.17], [-2.30, -0.66, 1.80], [-6.03, -1.53, 2.44], [-5.32, -1.33, 0.82], [-4.90, -0.22, 2.15], [-4.67, -4.04, 1.72], [-4.77, -3.74, 3.48], [-1.35, -0.49, 1.47], [-2.96, -0.12, 1.27]], "mulliken_charge": [1.687, -0.519, 0.898, -0.797, -0.446, -0.965, -0.058, 0.317, -0.487, -0.040, -0.949, 0.614, -0.916, 1.012, -0.721, -0.643, -0.435, -0.614, 0.161, -0.501, 0.402, 0.280, 0.353, 0.392, 0.351, 0.173, 0.305, 0.355, 0.338, 0.373, 0.052, -0.714, 0.848, 0.419, -0.713, -1.237, -0.418, 0.572, -0.252, -0.661, 0.413, -0.352, -1.122, -0.613, 0.427, 1.025, -0.742, 0.474, 0.441, 0.661, 0.467, 0.454, 0.480, -0.439, 0.900, -0.791, -0.701, -0.528, 0.964, -0.518, -0.792, -0.849, 0.347, 0.462, -1.030, 0.195, -0.447, 0.401, -0.711, -0.477, 0.349, 0.155, 0.336, 0.259, 0.398, 0.268, 0.314, -0.092, 0.197]}

Run b
{"formula": "C30H25N9O11P2SSr", "method": "the ωB97M-V functional and the def2-TZVPD basis", "homo_ev": -1.522, "multiplicity": 1, "gap_ev": 4.92, "charge": -2, "lumo_ev": 3.396, "species": ["Sr", "O", "C", "C", "C", "C", "C", "C", "C", "O", "N", "N", "C", "C", "C", "C", "C", "C", "C", "O", "H", "H", "H", "H", "H", "H", "H", "H", "H", "H", "S", "N", "C", "C", "C", "C", "C", "N", "C", "C", "N", "C", "C", "C", "C", "C", "N", "H", "H", "H", "H", "H", "H", "O", "P", "O", "O", "O", "P", "O", "O", "O", "H", "H", "C", "N", "C", "C", "O", "N", "C", "N", "H", "H", "H", "H", "H", "H", "H"], "xyz": [[0.47, -0.14, -0.23], [-0.29, 3.21, 2.70], [-0.44, 2.50, 3.83], [-0.27, 3.14, 5.06], [-0.42, 2.44, 6.24], [-0.74, 1.08, 6.22], [-0.89, 0.44, 5.00], [-0.76, 1.13, 3.80], [-0.94, 0.47, 2.48], [-0.67, 1.11, 1.40], [-1.44, -0.76, 2.53], [-1.50, -1.36, 1.32], [-2.01, -2.53, 1.23], [-2.11, -3.25, -0.02], [-2.74, -4.50, -0.06], [-2.85, -5.25, -1.22], [-2.29, -4.74, -2.39], [-1.66, -3.51, -2.40], [-1.53, -2.71, -1.23], [-0.92, -1.59, -1.25], [-0.36, 2.53, 1.96], [-0.01, 4.19, 5.06], [-0.29, 2.95, 7.19], [-0.86, 0.53, 7.14], [-1.10, -0.62, 4.94], [-2.38, -3.03, 2.14], [-3.15, -4.89, 0.87], [-3.34, -6.21, -1.21], [-2.37, -5.32, -3.31], [-1.22, -3.12, -3.31], [-3.66, 5.89, -4.45], [-4.33, 4.78, -3.46], [-3.34, 4.03, -3.00], [-3.48, 2.92, -2.10], [-4.70, 2.48, -1.59], [-4.73, 1.39, -0.76], [-3.52, 0.75, -0.46], [-2.36, 1.15, -0.93], [-2.31, 2.22, -1.72], [-0.99, 2.67, -2.17], [0.08, 2.03, -1.67], [1.28, 2.41, -2.06], [1.50, 3.42, -3.00], [0.42, 4.09, -3.51], [-0.86, 3.73, -3.08], [-2.05, 4.43, -3.50], [-2.10, 5.45, -4.32], [-5.60, 3.01, -1.88], [-5.66, 1.03, -0.34], [-3.48, -0.13, 0.18], [2.12, 1.91, -1.61], [2.52, 3.65, -3.29], [0.53, 4.90, -4.22], [4.08, 1.99, -0.48], [3.54, 0.73, 0.40], [4.51, 0.47, 1.49], [2.09, 0.98, 0.62], [3.74, -0.52, -0.66], [3.07, -0.48, -2.15], [3.64, -1.96, -2.66], [3.72, 0.52, -3.02], [1.59, -0.59, -2.05], [5.04, 1.91, -0.55], [4.32, -1.73, -3.31], [4.29, -3.75, 0.12], [3.24, -3.07, 0.83], [3.43, -2.35, 2.08], [2.08, -1.63, 2.22], [1.73, -1.01, 3.19], [1.35, -1.87, 1.07], [2.07, -2.65, 0.29], [1.60, -3.14, -0.88], [5.19, -3.75, 0.74], [4.53, -3.24, -0.82], [4.01, -4.78, -0.10], [4.21, -1.59, 2.00], [3.63, -3.02, 2.92], [0.82, -2.58, -1.23], [2.30, -3.30, -1.59]], "mulliken_charge": [2.107, -0.811, 0.201, -0.673, -0.223, -0.898, -0.229, 0.120, 0.617, -0.343, -1.187, 1.549, -1.060, 1.171, -0.675, -0.667, -0.505, -0.693, -0.184, -0.626, 0.338, 0.391, 0.341, 0.362, 0.424, -0.007, 0.322, 0.347, 0.366, 0.380, 0.044, -0.721, 0.996, 0.132, -0.679, -1.089, -0.159, 0.308, -0.399, -0.233, 0.904, -0.605, -1.166, -0.763, 0.166, 1.136, -0.722, 0.482, 0.431, 0.349, 0.510, 0.516, 0.493, -0.504, -0.095, -0.950, 0.052, 0.037, 0.363, -0.640, -0.785, -0.272, 0.308, 0.255, -1.073, 0.189, -0.408, -0.231, -0.600, 0.234, -0.334, -0.133, 0.409, 0.341, 0.297, 0.402, 0.386, 0.142, 0.426]}

Stability, descending: run a, run b

Run a
{"formula": "C2H3N3S", "method": "the ωB97M-V functional and the def2-TZVPD basis", "homo_ev": [-9.549, -9.511], "multiplicity": 1, "gap_ev": [8.51, 8.55], "lumo_ev": [-1.035, -0.960], "species": ["C", "C", "N", "N", "N", "S", "H", "H", "H"], "xyz": [[-0.23, 0.68, -0.96], [0.95, -0.21, -0.99], [-0.54, 1.07, 0.24], [1.47, -0.35, 0.19], [-1.00, -1.34, 1.92], [0.60, 0.55, 1.27], [-0.86, 1.03, -1.77], [1.40, -0.77, -1.95], [-1.78, -0.67, 2.05]], "mulliken_charge": [-0.069, 0.043, -0.400, -0.379, -0.289, 0.188, 0.383, 0.281, 0.242]}

Run b
{"formula": "C2H3N3S", "method": "the ωB97M-V functional and the def2-TZVPD basis", "homo_ev": -8.315, "multiplicity": 1, "gap_ev": 7.75, "lumo_ev": -0.562, "species": ["C", "C", "S", "N", "N", "N", "H", "H", "H"], "xyz": [[0.05, 0.94, -0.64], [-0.88, 0.03, -0.27], [-0.57, -1.66, -0.37], [1.50, -1.38, 0.21], [1.90, -0.22, -0.03], [1.41, 0.74, -0.63], [-0.22, 1.98, -0.76], [-1.88, 0.30, 0.03], [1.85, -1.82, 1.06]], "mulliken_charge": [0.006, -0.349, -0.103, -0.144, -0.015, -0.339, 0.364, 0.324, 0.255]}

Run c
{"formula": "C2H3N3S", "method": "the ωB97M-V functional and the def2-TZVPD basis", "homo_ev": -8.455, "multiplicity": 1, "gap_ev": 8.14, "lumo_ev": -0.313, "species": ["H", "N", "N", "N", "C", "C", "S", "H", "H"], "xyz": [[-2.10, 1.35, 0.51], [-1.91, 0.34, 0.61], [-0.70, 0.12, 0.42], [-0.09, -1.08, 0.39], [1.06, -0.90, -0.48], [1.13, 0.45, -0.79], [2.40, 0.39, 0.36], [-0.51, -1.91, 0.53], [0.72, 1.23, -1.55]], "mulliken_charge": [0.265, -0.808, 0.387, -0.048, -0.542, 0.365, -0.178, 0.216, 0.343]}

Run d
{"formula": "C2H3N3S", "method": "the ωB97M-V functional and the def2-TZVPD basis", "homo_ev": [-7.469, -7.566], "multiplicity": 1, "gap_ev": [6.81, 7.18], "lumo_ev": [-0.656, -0.383], "species": ["C", "C", "N", "N", "N", "S", "H", "H", "H"], "xyz": [[-0.20, 0.44, -1.14], [1.14, 0.09, -1.73], [1.61, -0.10, -0.46], [0.42, 0.12, 0.14], [0.05, -0.11, 1.33], [0.67, 1.79, -1.88], [-1.23, 0.15, -1.37], [2.64, -0.09, -0.15], [-1.22, 0.27, 1.54]], "mulliken_charge": [-0.078, -0.543, -0.166, 0.650, -0.739, -0.142, 0.424, 0.284, 0.309]}

Stability, descending: run b, run a, run c, run d

Run a
{"formula": "C5H10S", "method": "the ωB97M-V functional and the def2-TZVPD basis", "homo_ev": -8.262, "multiplicity": 1, "gap_ev": 9.24, "lumo_ev": 0.981, "species": ["C", "S", "C", "C", "C", "C", "H", "H", "H", "H", "H", "H", "H", "H", "H", "H"], "xyz": [[-2.24, -0.79, -0.30], [-1.21, 0.59, -0.98], [0.32, 0.28, -0.24], [0.95, -1.09, -0.18], [1.29, 1.44, -0.26], [0.62, 1.12, 0.99], [-3.33, -0.68, -0.58], [-2.04, -0.81, 0.80], [-1.96, -1.76, -0.71], [0.87, -1.60, -1.11], [2.00, -0.91, 0.09], [0.42, -1.76, 0.51], [2.38, 1.17, -0.25], [0.95, 2.30, -0.81], [-0.24, 1.78, 1.25], [1.20, 0.70, 1.81]], "mulliken_charge": [-0.819, -0.093, 0.654, -1.388, -0.710, -0.463, 0.311, 0.261, 0.253, 0.371, 0.362, 0.279, 0.210, 0.265, 0.258, 0.248]}

Run b
{"formula": "C5H10S", "method": "the ωB97M-V functional and the def2-TZVPD basis", "homo_ev": -8.997, "multiplicity": 1, "gap_ev": 9.90, "lumo_ev": 0.905, "species": ["C", "C", "C", "S", "C", "C", "H", "H", "H", "H", "H", "H", "H", "H", "H", "H"], "xyz": [[-0.27, 1.59, 0.08], [-0.15, 0.11, -0.02], [1.08, -0.47, -0.69], [2.45, -0.03, 0.38], [-1.48, -0.61, -0.27], [-0.77, -0.73, 1.05], [-1.08, 1.82, 0.72], [0.64, 1.94, 0.58], [-0.47, 2.07, -0.86], [0.95, -1.55, -0.76], [1.20, -0.07, -1.69], [3.36, -0.67, -0.36], [-1.49, -1.46, -0.93], [-2.40, -0.02, -0.37], [-1.21, -0.20, 1.89], [-0.37, -1.72, 1.26]], "mulliken_charge": [-1.425, 0.835, -0.690, -0.229, -0.805, -0.620, 0.403, 0.383, 0.293, 0.367, 0.355, 0.115, 0.253, 0.262, 0.257, 0.246]}

Run c
{"formula": "C5H10S", "method": "the ωB97M-V functional and the def2-TZVPD basis", "homo_ev": -9.021, "multiplicity": 1, "gap_ev": 9.89, "lumo_ev": 0.866, "species": ["S", "C", "C", "C", "C", "C", "H", "H", "H", "H", "H", "H", "H", "H", "H", "H"], "xyz": [[0.57, 2.39, -0.62], [-0.69, 1.49, 0.40], [-0.40, 0.01, 0.45], [-0.60, -0.93, -0.77], [0.70, -1.68, -0.38], [0.99, -0.61, 0.72], [0.08, 3.60, -0.96], [-1.69, 1.53, -0.05], [-0.73, 1.89, 1.44], [-1.11, -0.39, 1.23], [-0.59, -0.42, -1.74], [-1.57, -1.54, -0.74], [0.54, -2.69, -0.04], [1.52, -1.75, -1.18], [1.90, 0.07, 0.47], [1.06, -0.98, 1.77]], "mulliken_charge": [-0.288, -0.717, 0.199, -0.686, -0.452, -0.635, 0.129, 0.364, 0.357, 0.283, 0.257, 0.249, 0.251, 0.220, 0.218, 0.249]}

Stability, descending: run b, run a, run c

Run a
{"formula": "C6H10N4", "method": "the ωB97M-V functional and the def2-TZVPD basis", "homo_ev": -17.951, "multiplicity": 1, "gap_ev": 8.50, "charge": 2, "lumo_ev": -9.449, "species": ["C", "C", "C", "C", "C", "C", "N", "N", "N", "N", "H", "H", "H", "H", "H", "H", "H", "H", "H", "H"], "xyz": [[-2.00, 1.26, 0.51], [1.16, -1.49, -0.18], [1.39, 0.84, -0.13], [-1.58, -0.24, 0.78], [-0.77, 0.72, -1.23], [-1.08, -0.57, -0.58], [-1.40, 1.70, -0.56], [1.81, -0.35, 0.20], [-0.02, -1.60, -0.57], [1.95, 1.99, 0.18], [-2.51, 1.77, 1.32], [1.74, -2.36, 0.03], [-0.77, -0.17, 1.47], [-2.35, -0.88, 1.12], [-0.16, 1.00, -2.22], [-2.04, -0.95, -1.11], [2.79, -0.54, 0.62], [-0.43, -2.59, -0.77], [1.35, 2.86, 0.16], [2.95, 2.17, 0.58]], "mulliken_charge": [-0.017, -0.048, 0.051, -0.594, -0.097, -0.258, -0.363, -0.107, -0.002, -0.331, 0.414, 0.409, 0.342, 0.404, 0.382, 0.469, 0.347, 0.407, 0.313, 0.279]}

Run b
{"formula": "C6H10N4", "method": "the ωB97M-V functional and the def2-TZVPD basis", "homo_ev": -17.093, "multiplicity": 1, "gap_ev": 8.19, "charge": 2, "lumo_ev": -8.903, "species": ["C", "N", "C", "C", "N", "C", "N", "C", "C", "N", "H", "H", "H", "H", "H", "H", "H", "H", "H", "H"], "xyz": [[-2.09, -0.50, 3.65], [-1.62, 0.13, 2.69], [-0.70, 0.60, 1.90], [-0.34, 0.07, 0.61], [-0.82, -1.11, 0.12], [-0.37, -1.26, -1.08], [0.51, -0.34, -1.41], [1.03, -0.23, -2.77], [0.65, 0.55, -0.32], [1.56, 1.44, 0.00], [-1.47, -1.05, 4.35], [-3.17, -0.43, 3.84], [-0.53, 1.59, 2.18], [-1.40, -1.67, 0.71], [-0.39, -2.07, -1.86], [2.00, 0.17, -2.83], [1.01, -1.27, -3.22], [0.34, 0.38, -3.31], [1.55, 1.87, 1.01], [1.87, 1.93, -0.87]], "mulliken_charge": [-0.176, -0.124, -0.458, 0.139, -0.003, -0.028, -0.006, -0.769, 0.698, -0.426, 0.302, 0.294, 0.401, 0.217, 0.332, 0.358, 0.252, 0.411, 0.295, 0.291]}

Stability, descending: run b, run a